A structure of composition C4H8O4S in a non-equilibrium geometry, computed with ωB97M-V/def2-TZVPD.

```
! RIJCOSX wB97M-V def2-TZVPD def2/J DEFGRID3
* xyz 0 1
C 0.653 -1.826 0.388
C -0.253 0.136 -0.327
C -0.889 0.742 -1.507
C -1.017 0.807 1.348
O 1.951 1.603 0.602
O 2.143 0.181 -1.359
O -0.218 -1.234 -0.506
O 1.556 -0.952 0.883
S 1.455 0.502 -0.123
H 0.066 -2.237 1.399
H 1.126 -2.747 -0.173
H -0.287 0.621 -2.465
H -0.938 1.773 -1.292
H -1.927 0.260 -1.610
H -2.104 0.669 1.281
H -0.546 1.793 1.448
H -0.769 -0.090 2.014
*
```

Summary:
**M**: 152.171 g/mol
**Energy relative to the best compared isomer or geometry (same formula, charge and spin)**: 247.9 kJ/mol
**Kohn-Sham gap**: 10.613 eV


A structure of composition C28H35CoNPS2, computed with ωB97M-V/def2-TZVPD.

```
! RIJCOSX wB97M-V def2-TZVPD def2/J DEFGRID3
* xyz 0 5
Co -0.089 -0.328 -0.187
C -3.042 2.883 -0.648
C -1.671 3.175 -1.263
C -1.429 4.676 -1.394
P -0.404 2.166 -0.385
C 1.244 2.878 -0.821
C 1.508 2.874 -2.326
C 2.332 2.098 -0.082
C -0.510 2.494 1.387
C -0.596 3.775 1.941
C -0.651 3.998 3.305
C -0.779 5.386 3.876
C -0.599 2.871 4.126
C -0.490 1.593 3.614
C -0.434 1.366 2.227
N -0.278 0.097 1.688
C -0.349 -0.986 2.616
C 0.823 -1.504 3.168
C 2.154 -0.893 2.825
C 0.741 -2.581 4.044
C -0.478 -3.151 4.389
C -0.547 -4.304 5.357
C -1.632 -2.615 3.831
C -1.587 -1.537 2.953
C -2.855 -0.967 2.376
H -3.829 3.331 -1.257
H -3.111 3.298 0.359
H -3.237 1.811 -0.578
H -1.663 2.740 -2.269
H -1.559 5.194 -0.444
H -2.169 5.090 -2.084
H -0.442 4.922 -1.784
H 1.235 3.906 -0.443
H 1.556 1.852 -2.708
H 2.466 3.355 -2.533
H 0.741 3.403 -2.895
H 2.301 1.031 -0.329
H 2.244 2.195 1.000
H 3.319 2.454 -0.385
H -0.608 4.636 1.283
H -0.464 6.140 3.154
H -0.166 5.505 4.771
H -1.810 5.613 4.158
H -0.633 3.000 5.203
H -0.435 0.747 4.288
H 2.181 0.166 3.094
H 2.358 -0.952 1.753
H 2.960 -1.405 3.350
H 1.656 -2.986 4.465
H 0.329 -4.947 5.267
H -1.434 -4.914 5.183
H -0.589 -3.950 6.390
H -2.595 -3.048 4.082
H -3.698 -1.633 2.559
H -2.767 -0.805 1.301
H -3.087 0.006 2.819
S 0.382 -2.670 0.051
C 0.906 -3.082 -1.496
C 1.476 -4.379 -1.690
C 1.938 -4.772 -2.905
C 1.849 -3.893 -4.014
C 1.301 -2.652 -3.879
C 0.804 -2.194 -2.630
S 0.098 -0.644 -2.533
H 1.539 -5.037 -0.834
H 2.377 -5.754 -3.028
H 2.218 -4.213 -4.981
H 1.229 -1.988 -4.730
*
```

Summary:
**M**: 539.636 g/mol
**Energy relative to the best compared isomer or geometry (same formula, charge and spin)**: 0.0 kJ/mol
**Kohn-Sham gap (spin up / spin down)**: 7.825 / 4.949 eV


A structure of composition C17H26CrN2 in a non-equilibrium geometry, computed with ωB97M-V/def2-TZVPD.

```
! RIJCOSX wB97M-V def2-TZVPD def2/J DEFGRID3
* xyz 0 5
C -4.174 0.596 0.157
C -4.145 1.858 -0.695
H -4.229 -0.309 -0.458
H -5.065 0.597 0.791
H -3.339 0.508 0.839
H -3.280 1.954 -1.346
H -5.047 1.884 -1.322
H -4.195 2.760 -0.066
C 0.809 -2.536 -0.421
C 1.780 -3.530 -0.500
C 3.032 -3.240 -1.050
C 3.257 -1.942 -1.497
H -0.200 -2.755 -0.058
H 1.558 -4.527 -0.114
H 3.815 -3.995 -1.129
H 4.203 -1.645 -1.942
N 1.056 -1.254 -0.777
C 2.261 -0.967 -1.351
C 2.412 0.414 -1.766
N 1.396 1.239 -1.377
C 1.497 2.548 -1.709
C 3.585 2.216 -2.875
C 2.558 3.064 -2.451
H 0.689 3.186 -1.372
H 2.558 4.131 -2.678
C 3.505 0.874 -2.514
H 4.274 0.153 -2.797
H 4.426 2.587 -3.457
Cr -0.277 0.353 -0.400
C -1.113 2.237 -0.154
H -1.304 2.633 -1.171
H -0.372 2.901 0.333
H -2.055 2.266 0.419
C 0.684 -0.948 2.882
C -0.674 -1.383 2.346
C -1.699 -1.541 3.474
C -1.214 -0.392 1.318
H 0.638 0.054 3.330
H 1.433 -0.929 2.081
H 1.029 -1.657 3.647
H -0.538 -2.357 1.853
H -1.826 -0.605 4.028
H -2.675 -1.814 3.064
H -1.389 -2.320 4.175
H -2.086 -0.867 0.829
H -1.558 0.501 1.876
*
```

Summary:
**M**: 310.405 g/mol
**Energy relative to the best compared isomer or geometry (same formula, charge and spin)**: 0.0 kJ/mol
**Kohn-Sham gap (spin up / spin down)**: 5.718 / 6.153 eV


A cluster of 2 separate species, C3H7O2S in total, computed with ωB97M-V/def2-TZVPD.

```
! RIJCOSX wB97M-V def2-TZVPD def2/J DEFGRID3
* xyz -1 1
O -0.902 -0.309 2.278
C 0.290 0.010 2.443
O 1.208 0.045 1.584
H 0.579 0.314 3.484
C -0.127 -1.444 -1.222
S -0.942 0.053 -1.870
C -0.115 1.407 -0.972
H 0.045 -1.278 -0.164
H 0.776 -1.683 -1.781
H -0.857 -2.239 -1.383
H -0.882 2.185 -0.945
H 0.175 1.168 0.069
H 0.753 1.771 -1.522
*
```

Summary:
**M**: 107.154 g/mol
**Energy relative to the best compared isomer or geometry (same formula, charge and spin)**: 49.3 kJ/mol
**Kohn-Sham gap**: 7.744 eV


A structure of composition C29H48ClF6OPZr in a non-equilibrium geometry, computed with ωB97M-V/def2-TZVPD.

```
! RIJCOSX wB97M-V def2-TZVPD def2/J DEFGRID3
* xyz 0 1
Zr 0.350 0.225 1.969
P -0.514 0.566 -0.892
Cl 2.145 1.936 1.675
C -0.944 1.397 3.378
H -0.359 2.191 3.867
H -1.799 1.768 2.768
C 0.810 -0.433 -1.814
C -0.440 2.345 -1.520
C 2.220 0.114 -1.541
H 0.716 -1.408 -1.303
C 3.291 -0.874 -2.027
H 2.340 1.078 -2.060
H 2.386 0.340 -0.475
C 3.099 -1.280 -3.495
H 4.283 -0.425 -1.895
H 3.258 -1.775 -1.396
C 1.659 -1.694 -3.825
H 3.392 -0.442 -4.144
H 3.777 -2.107 -3.735
C 0.622 -0.682 -3.317
H 1.545 -1.814 -4.910
H 1.452 -2.674 -3.369
H 0.742 0.264 -3.865
H -0.386 -1.052 -3.542
C -2.162 0.001 -1.630
C 0.074 2.603 -2.945
H -1.502 2.647 -1.476
C -0.139 4.081 -3.309
H 1.145 2.356 -3.011
H -0.442 1.977 -3.684
C 0.545 5.034 -2.318
H 0.235 4.266 -4.325
H -1.220 4.287 -3.322
C 0.215 4.718 -0.852
H 1.634 4.982 -2.460
H 0.254 6.068 -2.538
C 0.325 3.222 -0.532
H 0.892 5.276 -0.192
H -0.807 5.054 -0.625
H 1.386 2.938 -0.539
H -0.014 3.046 0.501
C -2.304 -1.529 -1.640
H -2.862 0.394 -0.871
C -3.696 -1.988 -2.098
H -1.547 -1.977 -2.301
H -2.100 -1.913 -0.635
C -4.161 -1.336 -3.407
H -3.689 -3.078 -2.216
H -4.419 -1.754 -1.304
C -3.966 0.185 -3.424
H -3.619 -1.783 -4.251
H -5.222 -1.562 -3.567
C -2.560 0.615 -2.985
H -4.159 0.571 -4.433
H -4.699 0.656 -2.755
H -1.839 0.312 -3.760
H -2.530 1.711 -2.941
C -0.517 -1.617 1.309
C -0.978 0.120 3.980
H -0.422 -2.027 0.290
C -2.210 -0.601 4.452
H -0.097 -0.180 4.574
C -2.008 -2.130 4.484
H -2.457 -0.292 5.487
H -3.077 -0.342 3.821
C -2.075 -2.787 3.099
H -1.064 -2.377 5.004
H -2.830 -2.554 5.088
C -0.760 -2.729 2.268
H -2.324 -3.849 3.271
H -2.905 -2.362 2.517
H 0.097 -2.805 2.963
H -0.771 -3.684 1.702
C 4.096 -0.422 3.228
C 2.814 -0.968 3.803
O 1.670 -0.677 3.048
C 2.918 -2.525 3.861
F 4.014 -2.957 4.539
F 1.820 -3.102 4.417
F 3.003 -3.008 2.587
C 2.602 -0.379 5.234
F 3.698 -0.526 6.022
F 2.342 0.960 5.134
F 1.540 -0.933 5.882
H 4.291 -0.914 2.271
H 4.910 -0.628 3.930
H 3.984 0.650 3.053
*
```

Summary:
**M**: 684.341 g/mol
**Energy relative to the best compared isomer or geometry (same formula, charge and spin)**: 106.7 kJ/mol
**Kohn-Sham gap**: 5.722 eV


A cluster of 2 separate species, C4H12 in total in a non-equilibrium geometry, computed with ωB97M-V/def2-TZVPD.

```
! RIJCOSX wB97M-V def2-TZVPD def2/J DEFGRID3
* xyz 1 2
C -0.719 -0.418 -1.305
C -1.489 -1.616 -2.019
H -1.162 -0.313 -0.309
H 0.323 -0.703 -1.301
H -0.898 0.481 -1.888
H -0.956 -1.729 -2.960
H -2.520 -1.391 -2.267
H -1.518 -2.455 -1.329
C 1.203 1.076 0.948
C 1.029 0.958 2.400
H 1.903 0.293 0.622
H 0.264 1.091 0.335
H 1.722 2.016 0.630
H 0.340 0.163 2.791
H 1.968 0.692 2.883
H 0.510 1.856 2.770
*
```

Summary:
**M**: 60.140 g/mol
**Energy relative to the best compared isomer or geometry (same formula, charge and spin)**: 41.1 kJ/mol
**Kohn-Sham gap (spin up / spin down)**: 13.375 / 4.186 eV


The ion C5H11N2O3 with charge +1 in a non-equilibrium geometry, computed with ωB97M-V/def2-TZVPD.

```
! RIJCOSX wB97M-V def2-TZVPD def2/J DEFGRID3
* xyz 1 1
C 1.115 -2.188 0.671
O -0.166 -1.597 0.435
C -0.224 -0.281 -0.034
C -1.771 0.093 0.065
N -2.650 -0.746 -0.428
O -2.047 1.183 0.488
N 0.425 0.826 0.905
C 1.366 1.540 0.007
C 0.680 1.293 -1.304
O 0.345 -0.088 -1.254
H 1.803 -1.502 0.264
H 1.205 -3.177 0.195
H 1.224 -2.253 1.820
H -2.245 -1.388 -1.028
H -3.705 -0.533 -0.409
H 0.561 0.580 1.845
H -0.537 1.231 1.063
H 2.376 1.021 0.044
H 1.327 2.717 0.232
H -0.256 1.836 -1.402
H 1.174 1.435 -2.177
*
```

Summary:
**M**: 147.154 g/mol
**Energy relative to the best compared isomer or geometry (same formula, charge and spin)**: 177.0 kJ/mol
**Kohn-Sham gap**: 11.917 eV
**SMILES string**: CO[C@@]1(C(N)=O)[NH2+]CCO1


A structure of composition C20H20F5N2RuSSeSi2, computed with ωB97M-V/def2-TZVPD.

```
! RIJCOSX wB97M-V def2-TZVPD def2/J DEFGRID3
* xyz 1 5
Ru -0.380 -0.099 -0.019
C -1.574 3.141 1.189
Si -1.013 2.312 -0.395
C 0.686 2.923 -0.929
C -2.306 2.572 -1.722
C -2.808 3.833 -2.053
C -3.751 3.970 -3.054
C -4.216 2.848 -3.736
C -3.731 1.594 -3.412
C -2.780 1.449 -2.400
Si -2.044 -0.177 -1.888
C -1.465 -1.167 -3.370
C -3.124 -1.239 -0.748
H -1.962 4.132 0.951
H -0.759 3.246 1.904
H -2.379 2.589 1.676
H 0.549 3.916 -1.363
H 1.162 2.309 -1.694
H 1.367 3.014 -0.083
H -2.463 4.720 -1.536
H -4.129 4.951 -3.312
H -4.956 2.959 -4.517
H -4.107 0.733 -3.952
H -2.250 -1.111 -4.127
H -1.284 -2.213 -3.130
H -0.562 -0.755 -3.821
H -4.164 -0.971 -0.949
H -3.007 -1.102 0.335
H -2.982 -2.300 -0.948
S 1.185 -1.542 -1.310
C 1.914 -2.521 -0.122
N 3.246 -2.775 -0.246
C 3.944 -3.534 0.628
C 3.288 -4.072 1.697
C 1.911 -3.788 1.778
N 1.245 -3.051 0.907
H 3.725 -2.345 -1.029
H 4.994 -3.669 0.421
H 3.800 -4.679 2.426
H 1.324 -4.192 2.594
F 5.065 -1.525 3.995
C 3.833 -1.167 3.666
C 2.760 -1.527 4.470
F 2.970 -2.220 5.579
C 1.467 -1.183 4.088
F 0.468 -1.576 4.871
C 1.212 -0.480 2.923
Se -0.589 -0.063 2.427
C 2.308 -0.120 2.154
F 2.135 0.547 0.995
C 3.605 -0.456 2.494
F 4.623 -0.141 1.698
*
```

Summary:
**M**: 651.653 g/mol
**Energy relative to the best compared isomer or geometry (same formula, charge and spin)**: 0.0 kJ/mol
**Kohn-Sham gap (spin up / spin down)**: 6.800 / 6.627 eV